(1)
Formula: C20H40AgN4O26S3
Source: the OMol25 dataset
Level of theory: ωB97M-V/def2-TZVPD

```
94
C20H40AgN4O26S3 ωB97M-V/def2-TZVPD
Ag -20.9158 -3.6989 13.4930
S -25.7286 -12.1325 13.5755
S -17.1766 -14.9773 15.4154
S -9.2216 0.9222 15.2234
O -17.1517 -3.1449 12.6921
O -14.8768 3.8290 11.5346
O -8.3299 1.3138 13.9112
O -25.1793 -13.0634 14.9001
O -8.3062 0.5439 16.3208
O -18.2219 -0.7112 4.7612
O -17.2523 -13.3221 15.4031
O -18.3174 -15.5904 16.0709
O -10.3239 1.7833 15.4260
O -24.6290 -10.9192 13.9041
O -9.8268 -0.3696 14.3718
O -19.2922 -14.1285 6.8249
O -19.8295 -12.6225 8.4157
O -16.9031 1.8358 19.5651
O -12.8814 -7.8813 19.6103
O -17.8782 -6.0528 13.4473
O -27.1030 -11.6972 13.9315
O -15.1928 2.7360 18.9191
O -15.9312 -14.7816 16.4705
O -11.2681 -9.9421 10.9977
O -25.4200 -12.7475 12.2761
O -16.6920 -15.4978 14.1316
O -13.5509 3.7507 9.8927
O -19.8025 -0.7030 6.1909
O -9.9764 -8.1032 11.0180
O -11.8183 -6.1757 20.5007
N -15.9796 1.8325 18.8062
N -14.5897 3.3990 10.4317
N -10.8572 -8.8177 10.5486
N -18.8857 -1.2625 5.6437
C -8.9708 0.9060 12.7097
C -19.1695 -11.6411 9.1744
C -11.4657 -8.5062 9.3070
C -10.2148 0.0673 13.0769
C -17.4763 -12.7116 7.8121
C -16.1509 -4.0449 13.0570
C -16.5423 -5.6717 13.0579
C -15.4307 2.4091 9.7445
C -10.0673 -5.8734 18.9619
C -11.2210 -6.6118 18.2560
C -18.9557 -13.2743 7.6383
C -24.1260 -12.3654 15.5923
C -17.8457 -11.3905 8.4671
C -15.6674 0.7521 17.8003
C -23.5258 -11.2934 14.6817
C -15.0599 -13.7200 16.0956
C -18.6079 -2.6592 6.0116
C -12.0981 -6.9731 19.4648
C -10.6319 -5.3743 20.2556
C -16.0328 -12.7211 15.5016
H -14.6941 0.3261 18.0437
H -16.4476 2.4556 10.1344
H -10.8499 -4.3115 20.1508
H -17.9565 -10.6132 7.7110
H -9.7560 -5.0336 18.3407
H -15.7557 -12.3884 14.5013
H -22.7492 -11.5759 13.9708
H -9.1714 -6.4658 19.1478
H -18.5456 -2.6599 7.0998
H -15.2561 -3.9033 12.4510
H -18.9820 -12.0823 10.1534
H -11.4264 -9.3563 8.6259
H -23.3195 -13.0690 15.7986
H -11.0372 -7.4957 17.6452
H -11.0204 -7.6707 8.7668
H -19.5139 -3.1897 5.7188
H -16.0984 -11.8359 16.1343
H -9.2630 1.7724 12.1164
H -15.7508 -3.9047 14.0612
H -16.3868 -0.0530 17.9494
H -10.2949 -0.9082 12.5972
H -12.4404 -8.1283 9.6156
H -9.9706 -5.4083 21.1214
H -17.0748 -12.6131 6.8035
H -19.6955 -10.6871 9.2094
H -15.4868 2.7977 8.7277
H -16.3594 -5.9818 12.0291
H -15.8182 -6.3058 13.5695
H -15.6797 1.1380 16.7809
H -23.1353 -10.4757 15.2875
H -14.3084 -14.0615 15.3838
H -11.1438 0.6352 13.1257
H -24.5291 -11.9645 16.5223
H -14.9228 1.4455 9.7830
H -14.6260 -13.2898 16.9983
H -11.7092 -5.8266 17.6789
H -17.7431 -3.1783 5.5982
H -8.2136 0.2614 12.2634
H -16.9217 -13.3766 8.4742
H -17.1209 -10.9849 9.1730
```

Results
Net charge: 0
2S+1: 2
DFT total energy: -4301.9959 a.u.
LUMO energy (alpha / beta): -4.0 / -4.0 eV
HOMO-LUMO gap (alpha / beta): 0.17276 / 0.12250 hartree
Energy relative to the best compared isomer or geometry (same formula, charge and spin): 86.2 kcal per mole

How is the electron density shared among the atoms? According to Löwdin, the charges in e are:
1 Ag 0.840
2 S 0.796
3 S 0.750
4 S 0.711
5 O -0.236
6 O 0.062
7 O -0.208
8 O -0.208
9 O -0.242
10 O 0.054
11 O -0.202
12 O -0.223
13 O -0.218
14 O -0.228
15 O -0.235
16 O 0.087
17 O 0.036
18 O 0.065
19 O 0.104
20 O -0.277
21 O -0.264
22 O 0.053
23 O -0.214
24 O 0.024
25 O -0.251
26 O -0.248
27 O 0.047
28 O 0.065
29 O 0.082
30 O 0.032
31 N -0.460
32 N -0.456
33 N -0.424
34 N -0.454
35 C -0.165
36 C -0.176
37 C -0.005
38 C -0.169
39 C -0.051
40 C -0.345
41 C -0.306
42 C 0.039
43 C -0.170
44 C -0.050
45 C -0.439
46 C -0.176
47 C -0.185
48 C 0.054
49 C -0.192
50 C -0.160
51 C 0.032
52 C -0.488
53 C -0.151
54 C -0.237
55 H 0.098
56 H 0.100
57 H 0.120
58 H 0.114
59 H 0.112
60 H 0.131
61 H 0.131
62 H 0.116
63 H 0.100
64 H 0.076
65 H 0.129
66 H 0.111
67 H 0.129
68 H 0.125
69 H 0.100
70 H 0.103
71 H 0.135
72 H 0.132
73 H 0.088
74 H 0.090
75 H 0.136
76 H 0.112
77 H 0.126
78 H 0.119
79 H 0.129
80 H 0.101
81 H 0.081
82 H 0.079
83 H 0.100
84 H 0.133
85 H 0.131
86 H 0.124
87 H 0.130
88 H 0.108
89 H 0.135
90 H 0.123
91 H 0.100
92 H 0.133
93 H 0.122
94 H 0.114

=====

(2)
Formula: C5H7NO
Source: the OMol25 dataset
Level of theory: ωB97M-V/def2-TZVPD

```
14
C5H7NO ωB97M-V/def2-TZVPD
O -0.9884 0.4698 0.9444
N -1.2595 0.9509 -1.4086
C 0.8195 0.5125 -0.5207
C 0.5028 -0.9864 -0.8161
C -0.5318 0.7642 -0.2709
C 0.1096 -0.3054 1.5745
C 1.1262 -0.5584 0.4659
H -2.2667 0.8848 -1.2935
H -0.7380 0.2191 -1.9421
H -0.5262 -1.3044 -0.5907
H 0.5181 0.2776 2.3964
H 2.1605 -0.7574 0.7339
H 1.4477 1.0487 -1.2132
H -0.3738 -1.2156 1.9409
```

Results
Net charge: 0
DFT total energy: -324.5447 a.u.
LUMO energy: 0.8 eV
HOMO-LUMO gap: 0.30184 hartree
Energy relative to the best compared isomer or geometry (same formula, charge and spin): 112.8 kcal per mole

How is the electron density shared among the atoms? According to Löwdin, the charges in e are:
1 O 0.013
2 N 0.155
3 C -0.209
4 C -0.032
5 C -0.412
6 C -0.072
7 C -0.261
8 H 0.115
9 H 0.104
10 H 0.075
11 H 0.122
12 H 0.133
13 H 0.138
14 H 0.130

=====

(3)
Formula: C16H15B2F4IrN8STe
Source: the OMol25 dataset
Level of theory: ωB97M-V/def2-TZVPD

```
48
C16H15B2F4IrN8STe ωB97M-V/def2-TZVPD
Ir 0.7056 -1.2671 -0.2444
Te 2.1624 -2.5450 -2.3774
S 5.1387 -1.3426 -2.9325
F 3.4190 -3.5171 -0.2449
F 2.5662 -4.2701 1.7939
F 1.1885 -3.9134 -0.0266
F 2.1289 -2.1263 1.0190
N -0.1220 1.1710 1.1314
N -0.6563 -0.3655 -1.3898
N -1.5894 0.3819 -0.7572
N -1.6058 -0.7652 1.4823
N 0.9351 0.4368 0.7170
N -2.6448 1.5507 1.1818
N -0.7133 -1.6957 1.0727
N -2.4280 2.8887 1.0424
C -2.0714 0.4234 -2.9167
C -0.7905 -2.7549 1.8954
C 3.4360 -1.0406 -2.7713
C -1.7777 -2.5172 2.8336
C -2.4474 0.8672 -1.6605
C 0.3340 2.1630 1.9049
C -3.9598 1.3054 1.4469
C -0.9429 -0.3477 -2.7008
C 2.0542 0.9503 1.2480
C -3.5918 3.4627 1.2531
C 4.2600 1.0530 -3.3349
C -2.2546 -1.2483 2.5481
C 5.4215 0.2696 -3.3074
C 1.7142 2.0619 1.9994
C 3.1379 0.3239 -3.0154
C -4.6015 2.5135 1.5131
B 2.3805 -3.5790 0.6829
B -1.5548 0.6345 0.7914
H -4.3482 0.3062 1.5405
H -3.6751 4.5363 1.2111
H -3.2664 1.4943 -1.3500
H 2.1334 0.7232 -2.9816
H 3.0113 0.4939 1.0617
H -5.6451 2.6901 1.7002
H -0.3430 -0.8913 -3.4114
H 2.3791 2.7107 2.5393
H -2.5535 0.6310 -3.8549
H 4.2708 2.1055 -3.5732
H -2.1076 -3.1814 3.6111
H 6.4272 0.6161 -3.4996
H -0.1553 -3.6154 1.7614
H -3.0004 -0.6569 3.0485
H -0.3580 2.8760 2.3197
```

Results
Net charge: +2
DFT total energy: -2276.1262 a.u.
LUMO energy (alpha / beta): -10.2 / -9.6 eV
HOMO-LUMO gap (alpha / beta): 0.15287 / 0.17626 hartree
Energy relative to the best compared isomer or geometry (same formula, charge and spin): 23.4 kcal per mole

How is the electron density shared among the atoms? According to Löwdin, the charges in e are:
1 Ir 1.310
2 Te 1.545
3 S 1.087
4 F 0.055
5 F 0.279
6 F -0.001
7 F -0.080
8 N 0.054
9 N -0.160
10 N 0.042
11 N 0.049
12 N -0.128
13 N -0.030
14 N -0.098
15 N 0.076
16 C 0.001
17 C -0.048
18 C -0.949
19 C 0.018
20 C 0.005
21 C -0.001
22 C -0.076
23 C -0.119
24 C -0.076
25 C -0.119
26 C -0.092
27 C -0.002
28 C -0.283
29 C 0.003
30 C -0.168
31 C -0.029
32 B -1.267
33 B -0.626
34 H 0.122
35 H 0.117
36 H 0.144
37 H 0.114
38 H 0.126
39 H 0.109
40 H 0.087
41 H 0.121
42 H 0.122
43 H 0.137
44 H 0.126
45 H 0.109
46 H 0.123
47 H 0.136
48 H 0.132

=====

(4)
Formula: C9H40N18O11
Source: the OMol25 dataset
Level of theory: ωB97M-V/def2-TZVPD

```
78
C9H40N18O11 ωB97M-V/def2-TZVPD
O 15.8097 12.6502 -14.0047
O 7.4173 9.2433 -15.4660
O 8.1281 7.3732 -10.7732
O 12.5641 12.2628 -8.3181
O 12.0058 17.0384 -20.7526
O 11.5854 11.7657 -16.3328
O 9.8085 16.6603 -15.5404
O 17.1060 13.3300 -19.8940
O 9.6640 10.0261 -19.0648
O 14.1655 8.0427 -13.8766
O 4.6346 14.0744 -18.5235
N 11.7115 12.7451 -10.3508
N 5.7498 9.3414 -16.9462
N 9.6484 5.6417 -10.8724
N 11.6308 15.9322 -22.6138
N 11.3494 15.8829 -14.1671
N 16.5881 14.5335 -13.0749
N 15.9415 13.6426 -17.9900
N 17.9137 12.8950 -13.1537
N 10.1641 7.6722 -11.5393
N 6.6574 13.5966 -17.5653
N 17.7303 12.5497 -17.9039
N 5.5022 8.2220 -15.1264
N 10.3617 17.6128 -13.6139
N 14.7816 6.5616 -15.5015
N 14.9664 8.6360 -15.9225
N 10.5130 13.2310 -8.5785
N 10.9781 15.0824 -20.6407
N 6.2934 15.5307 -18.1038
C 5.8038 14.3679 -18.1529
C 11.6598 12.7467 -9.0334
C 11.5089 16.0883 -21.3406
C 16.9630 13.1611 -18.7025
C 9.2319 6.9028 -11.1059
C 16.6952 13.2801 -13.3871
C 10.4229 16.7014 -14.5361
C 14.5310 7.7749 -15.0126
C 6.2445 9.0365 -15.7601
H 12.4328 12.3814 -10.9571
H 11.7499 14.9816 -22.9336
H 11.8676 16.1051 -13.3291
H 11.5282 11.3484 -15.4733
H 10.4280 5.1242 -11.2526
H 10.5622 13.5146 -7.6104
H 9.8938 9.1384 -18.7900
H 5.9632 7.7188 -14.3818
H 10.0332 18.5305 -13.8784
H 15.4313 8.2472 -16.7305
H 4.6279 7.9437 -15.5484
H 9.8543 8.5566 -11.9161
H 14.7066 5.6921 -14.9930
H 10.9585 15.1729 -19.6349
H 11.6256 15.0722 -14.7024
H 12.1757 11.2030 -16.8340
H 5.7902 16.1958 -18.6734
H 15.0375 9.6103 -15.6658
H 9.7530 13.4489 -9.2070
H 10.3656 14.3675 -21.0065
H 7.2302 15.6970 -17.7649
H 15.1173 6.5929 -16.4535
H 10.7492 17.4304 -12.6992
H 10.0025 10.5882 -18.3680
H 17.3289 14.9164 -12.5052
H 6.2813 12.6676 -17.4403
H 15.7420 13.5519 -17.0040
H 15.7482 15.0880 -13.1602
H 15.1708 14.0298 -18.5156
H 18.3938 13.4340 -12.4472
H 11.0874 7.3349 -11.7710
H 18.6922 12.3403 -18.1297
H 11.6530 16.6529 -23.3209
H 17.5128 12.7692 -16.9423
H 7.5303 13.8449 -17.1221
H 10.9433 13.2488 -10.7708
H 8.8733 5.1454 -10.4566
H 18.3442 12.0461 -13.4916
H 6.3819 9.6829 -17.6561
H 4.8280 9.0488 -17.2373
```

Results
Net charge: 0
SMILES: NC(N)=O.NC(N)=O.NC(N)=O.NC(N)=O.NC(N)=O.NC(N)=O.NC(N)=O.NC(N)=O.NC(N)=O.O.O
DFT total energy: -2180.3205 a.u.
LUMO energy: -0.3 eV
HOMO-LUMO gap: 0.32938 hartree
Energy relative to the best compared isomer or geometry (same formula, charge and spin): 174.0 kcal per mole

How is the electron density shared among the atoms? According to Löwdin, the charges in e are:
1 O -0.018
2 O 0.007
3 O -0.006
4 O -0.007
5 O 0.018
6 O -0.050
7 O 0.079
8 O 0.046
9 O -0.054
10 O 0.023
11 O -0.014
12 N 0.153
13 N 0.154
14 N 0.146
15 N 0.159
16 N 0.158
17 N 0.157
18 N 0.145
19 N 0.161
20 N 0.165
21 N 0.157
22 N 0.164
23 N 0.169
24 N 0.149
25 N 0.142
26 N 0.144
27 N 0.149
28 N 0.154
29 N 0.162
30 C -0.788
31 C -0.733
32 C -0.774
33 C -0.801
34 C -0.752
35 C -0.757
36 C -0.839
37 C -0.735
38 C -0.791
39 H 0.119
40 H 0.111
41 H 0.103
42 H 0.035
43 H 0.104
44 H 0.118
45 H 0.030
46 H 0.132
47 H 0.124
48 H 0.101
49 H 0.117
50 H 0.124
51 H 0.118
52 H 0.108
53 H 0.121
54 H 0.025
55 H 0.129
56 H 0.115
57 H 0.106
58 H 0.103
59 H 0.120
60 H 0.094
61 H 0.107
62 H 0.008
63 H 0.109
64 H 0.111
65 H 0.095
66 H 0.123
67 H 0.112
68 H 0.110
69 H 0.115
70 H 0.128
71 H 0.122
72 H 0.105
73 H 0.118
74 H 0.094
75 H 0.104
76 H 0.126
77 H 0.112
78 H 0.105

=====

Question: net charge of number 1 (C20H40AgN4O26S3)?
Answer: 0

=====

Question: Which value of DFT total energy does entry 2 give?
Answer: -324.5447 a.u.

=====

Question: Among the records above, which one has the highest energy relative to the best compared isomer or geometry (same formula, charge and spin)?
Answer: C9H40N18O11